Below is a molecular structure, C37H33CdCl3FGeN4O7S2Te in a non-equilibrium geometry, with properties calculated with ωB97M-V/def2-TZVPD.

Geometry as XYZ:
```
90
C37H33CdCl3FGeN4O7S2Te (ωB97M-V/def2-TZVPD)
Cd -1.979 0.448 -1.364
C 3.091 -5.371 -1.390
C 3.620 -4.004 -1.007
N 2.555 -3.108 -0.667
C 1.624 -2.849 -1.668
C 0.753 -1.765 -1.723
C -0.255 -1.798 -2.811
O -0.181 -2.719 -3.629
O -1.192 -0.925 -2.878
C 0.787 -0.835 -0.642
O 0.201 0.308 -0.660
C 1.654 -1.201 0.498
C 2.004 -0.348 1.543
C 2.796 -0.749 2.598
F 3.485 0.144 3.352
C 3.113 -2.201 2.856
C 2.936 -2.982 1.684
C 2.402 -2.424 0.504
N 3.518 -2.755 4.029
C 3.114 -2.228 5.284
C 3.452 -3.152 6.425
N 2.998 -4.553 6.076
C 3.815 -5.114 4.972
C 4.415 -3.953 4.079
H 3.917 -6.181 -1.446
H 2.681 -5.333 -2.376
H 2.362 -5.764 -0.679
H 4.143 -3.625 -1.863
H 4.335 -3.963 -0.196
H 1.590 -3.598 -2.467
H 1.709 0.699 1.511
H 3.227 -4.089 1.663
H 1.979 -2.070 5.303
H 3.509 -1.202 5.411
H 3.013 -2.883 7.393
H 4.502 -3.197 6.609
H 1.995 -4.484 5.818
H 3.135 -5.168 6.901
H 3.268 -5.873 4.423
H 4.682 -5.689 5.360
H 4.632 -4.296 3.024
H 5.319 -3.576 4.479
Ge -2.568 2.341 0.713
C -3.372 3.901 -0.381
C -4.712 4.240 -0.267
C -5.188 5.347 -1.002
C -4.316 6.085 -1.781
C -2.949 5.733 -1.780
C -2.447 4.662 -1.021
C -1.211 3.447 1.631
C -1.584 4.563 2.427
C -0.984 4.768 3.672
C 0.240 4.139 3.954
C 0.686 3.138 3.114
C -0.031 2.831 1.911
H -3.827 2.234 1.660
H -5.371 3.720 0.432
H -6.234 5.601 -1.029
H -4.673 6.931 -2.404
H -2.215 6.248 -2.347
H -1.401 4.395 -1.086
H -2.491 5.163 2.137
H -1.416 5.522 4.355
H 0.892 4.427 4.786
H 1.623 2.595 3.300
H 0.314 1.985 1.299
Cl -2.173 -3.174 2.541
C -2.405 -1.464 2.723
Cl -1.228 -0.834 3.847
Cl -4.091 -1.121 3.345
C -2.222 -0.587 1.400
O -2.287 -1.184 0.335
O -1.969 0.615 1.596
Te -4.337 1.364 -2.550
O -4.532 1.103 -9.014
S -3.983 0.447 -7.868
O -3.934 -0.981 -7.748
N -4.783 1.182 -6.548
C -3.969 1.725 -5.718
S -4.306 2.945 -4.453
C -2.581 1.794 -6.167
C -1.474 2.434 -5.532
C -0.277 2.528 -6.243
C -0.132 1.964 -7.486
C -1.234 1.355 -8.182
C -2.404 1.273 -7.431
H -1.474 2.816 -4.495
H 0.553 3.158 -5.833
H 0.782 2.187 -8.058
H -1.029 0.866 -9.085
```

Properties
- E_tot (Eh) = -6964.78948
- E_HOMO (spin up / spin down) (eV) = -2.43 / -4.32
- net charge = -1
- orbital gap (spin up / spin down) (Ha) = 0.1291 / 0.2102
- largest force on an atom (eV/Å) = 3.6
- relative energy (zero: lowest compared OMol25 entry of this formula, charge and spin) (kJ/mol) = 383.5